Entry from OMol25: a molecular structure, C39H42Cl2N10O11W (the ωB97M-V functional and the def2-TZVPD basis).

Values from the calculation:
Net charge: +2
Orbital gap (eV): 5.019
Spin multiplicity: 1

XYZ file:
```
105
Properties=species:S:1:pos:R:3:forces:R:3
W 0.597242 -0.275164 -0.055713 -2.329 1.994 2.710
Cl -2.428185 6.346510 2.806827 0.071 -0.140 -0.037
C -1.784797 4.793778 2.392533 -0.069 0.285 0.170
C -0.887095 4.171777 3.239309 0.180 -0.027 0.227
C -0.405338 2.932886 2.885927 0.032 -0.041 0.229
Cl 0.717814 2.156711 3.983551 -0.111 0.123 -0.074
C -0.783808 2.236931 1.719525 0.195 0.132 -0.075
O -0.304853 0.974482 1.645596 0.074 -0.227 -0.383
C -1.673612 2.922173 0.848399 -0.112 0.054 -0.074
C -2.175453 2.496852 -0.534784 0.238 0.438 0.061
O -0.201668 1.248702 -0.675273 0.167 0.078 -1.099
C -2.155627 4.180897 1.224590 -0.059 -0.144 -0.248
H -0.570675 4.644630 4.159098 -0.006 -0.030 -0.017
H -3.266771 2.470324 -0.573285 -0.004 0.023 0.092
H -2.842541 4.700278 0.565609 0.033 -0.062 -0.006
C 4.999083 -1.018106 2.142547 -0.012 0.074 -0.141
N 4.524933 0.321927 1.797812 0.183 -0.033 0.152
C 5.536238 1.371173 1.591430 -0.142 -0.083 0.032
C 4.707247 2.548106 1.089513 -0.031 -0.064 -0.035
N 3.401519 1.940864 0.794914 -0.074 0.329 -0.110
C 2.268304 2.857682 0.655375 0.159 -0.023 -0.021
C 3.328384 0.708994 1.318316 -0.098 -0.050 0.173
N 2.180484 0.016305 1.397471 0.129 -0.829 -0.582
C 2.106194 -1.073202 2.397350 0.182 0.174 -0.109
C 0.667050 -1.245042 2.764098 -0.188 -0.250 0.092
N -0.126565 -1.490574 1.537710 0.782 -0.438 -0.875
C -1.244485 -2.230222 1.650851 -0.216 0.422 0.130
N -1.988446 -2.288213 2.765606 -0.038 -0.105 0.273
C -1.919089 -1.501474 3.991739 -0.158 0.048 -0.122
C -3.083011 -3.253316 2.617056 0.020 0.107 -0.039
C -3.096534 -3.498293 1.111353 0.002 0.048 -0.025
N -1.800991 -2.959421 0.680218 0.057 -0.282 -0.079
C -1.172962 -3.492831 -0.514724 -0.135 -0.039 0.018
H 6.083078 -1.007763 2.060900 0.014 -0.002 -0.028
H 4.622926 -1.776822 1.458126 0.008 0.046 0.009
H 4.747412 -1.298113 3.162122 0.001 0.009 0.028
H 6.268950 1.031437 0.858260 -0.004 -0.023 -0.050
H 6.056603 1.585630 2.521593 0.033 0.014 0.031
H 5.124866 3.014754 0.200636 0.009 0.022 -0.026
H 4.584169 3.314889 1.855422 -0.037 0.009 0.035
H 2.663068 3.801060 0.284762 0.012 0.006 0.011
H 1.780361 3.028445 1.613969 0.060 -0.005 0.019
H 1.540093 2.514315 -0.068389 0.037 -0.058 -0.055
H 2.653818 -0.803419 3.297181 0.039 0.084 0.029
H 2.503582 -2.011364 2.010330 0.059 -0.040 0.022
H 0.346171 -0.326096 3.230226 -0.019 0.011 0.143
H 0.569917 -2.079743 3.457250 -0.023 -0.068 -0.067
H -1.424011 -0.551084 3.829694 -0.076 0.001 -0.032
H -1.418833 -2.046968 4.792424 0.020 -0.009 -0.006
H -2.941291 -1.293457 4.304896 -0.010 -0.011 0.013
H -4.010342 -2.803216 2.965459 -0.016 0.012 0.005
H -2.888091 -4.153157 3.202737 0.033 -0.022 -0.014
H -3.910384 -2.970238 0.611373 -0.007 0.036 -0.006
H -3.157850 -4.554288 0.861458 0.009 -0.041 -0.024
H -1.414943 -4.553010 -0.585162 -0.005 -0.015 0.030
H -0.097194 -3.395006 -0.451947 0.050 0.028 0.020
H -1.533135 -2.990554 -1.411561 -0.030 -0.023 0.032
O 6.506263 -1.120489 -5.240200 0.037 0.028 0.003
N 6.203542 -1.738338 -4.249321 -0.225 0.038 0.027
O 6.753277 -2.718613 -3.803474 -0.012 -0.011 0.011
C 5.023863 -1.240505 -3.491648 0.287 0.188 -0.316
C 4.445732 -0.030617 -3.854893 0.229 -0.116 -0.296
C 3.392039 0.467749 -3.136702 -0.062 0.328 -0.100
C 2.891525 -0.210009 -2.015452 0.030 -0.095 0.226
O 2.045015 0.328719 -1.191261 0.152 0.197 -0.333
C 3.452775 -1.475114 -1.762646 0.029 -0.284 0.422
C 4.542440 -1.985592 -2.460852 -0.142 -0.264 0.201
N 2.898817 -2.293609 -0.709620 0.299 0.017 -0.616
O 1.706114 -2.070721 -0.343632 0.919 -1.064 0.253
O 3.521200 -3.219841 -0.271904 -0.524 0.440 -0.052
N 2.801519 1.757669 -3.594570 0.357 -0.382 0.005
O 3.426427 2.355798 -4.438244 -0.160 0.078 0.129
O 1.743068 2.077348 -3.108167 -0.183 0.174 -0.002
H 4.822800 0.518732 -4.707604 0.027 0.014 0.007
H 4.977561 -2.946075 -2.217290 0.001 0.032 0.016
C -5.034521 -0.745738 -2.856159 0.063 0.000 0.074
O -4.048548 -0.487734 -1.855804 -0.161 -0.031 0.055
C -4.474105 -0.289858 -0.580964 -0.067 -0.291 -0.365
C -5.795775 -0.408943 -0.174289 -0.123 -0.018 0.059
C -6.138819 -0.239605 1.162700 0.013 0.002 -0.056
C -5.164133 0.059468 2.099479 0.037 0.006 0.015
C -3.846923 0.192391 1.681144 -0.056 0.151 0.037
C -3.485911 0.017951 0.352449 0.157 -0.121 -0.207
N -2.096493 0.116009 0.003478 -0.075 0.158 0.517
C -1.634267 1.169401 -0.914877 -0.288 -0.409 0.103
C -1.647752 0.706292 -2.334370 0.191 0.186 -0.114
C -2.230429 1.391887 -3.384177 -0.065 0.052 -0.116
C -2.080958 0.926418 -4.680197 0.005 -0.029 -0.062
C -1.325460 -0.216998 -4.938323 -0.058 0.062 -0.032
C -0.717633 -0.897085 -3.899995 0.038 -0.161 -0.059
C -0.873193 -0.415560 -2.610071 -0.098 -0.234 0.310
O -0.195850 -1.040555 -1.587477 0.597 0.042 -0.188
H -4.496696 -0.814945 -3.796930 0.031 0.005 0.009
H -5.760041 0.066891 -2.909749 -0.009 0.020 -0.007
H -5.550602 -1.687348 -2.662702 -0.009 -0.009 0.006
H -6.565567 -0.637115 -0.896966 -0.007 -0.007 0.027
H -7.175153 -0.328261 1.460349 0.014 -0.008 -0.007
H -5.427686 0.222545 3.137340 0.023 -0.010 -0.050
H -3.079699 0.485870 2.386120 0.050 -0.001 0.096
H -1.653856 0.373868 0.891584 -0.108 -0.102 0.004
H -1.837706 3.242353 -1.258492 -0.038 0.019 0.014
H -2.820078 2.279701 -3.190408 0.022 -0.026 -0.015
H -2.551715 1.456418 -5.498147 0.022 -0.016 0.016
H -1.203686 -0.568691 -5.954245 -0.012 0.011 0.016
H -0.111609 -1.777872 -4.075095 -0.028 0.014 0.008
```
Forces are in eV/Å.